i.
{
  "formula": "C8H6N2O2",
  "method": "ωB97M-V/def2-TZVPD",
  "elements": ["O", "C", "N", "C", "H", "H", "C", "O", "H", "C", "H", "N", "H", "C", "H", "C", "C", "C"],
  "positions_angstrom": [[1.550, 1.849, 0.178], [1.539, -0.892, 0.244], [0.453, -0.149, 0.064], [0.365, 1.229, 0.038], [4.054, -1.077, -1.029], [-2.926, 1.547, -0.291], [-1.914, -0.412, -0.179], [4.379, 0.699, 0.056], [-0.665, -3.298, 0.160], [-0.644, -1.013, 0.034], [-1.067, 2.742, -0.022], [1.299, -2.156, 0.138], [2.198, 1.128, 0.091], [-0.896, 1.740, 0.005], [-2.811, -1.001, -0.290], [-0.108, -2.290, 0.128], [3.807, -0.301, -0.356], [-1.999, 0.918, -0.117]],
  "lowdin_charge": [0.11, -0.16, 0.03, -0.27, 0.08, 0.14, -0.04, 0.06, 0.13, -0.20, 0.09, 0.05, 0.03, -0.02, 0.11, -0.08, 0.06, -0.11],
  "homo_lumo_gap_ev": 7.1,
  "total_charge": 0,
  "e_lumo_ev": -0.57,
  "homo_energy_ha": -0.28028
}

---

ii.
{
  "formula": "C8H6N2O2",
  "method": "ωB97M-V/def2-TZVPD",
  "elements": ["C", "H", "C", "H", "H", "C", "N", "C", "N", "C", "C", "C", "H", "H", "O", "O", "C", "H"],
  "positions_angstrom": [[-1.440, -0.299, 0.524], [-2.199, 0.389, 0.306], [0.757, -1.896, 0.899], [-2.563, -1.967, 1.478], [1.588, -2.574, 0.967], [0.899, -0.669, 0.300], [-1.127, 2.283, -0.822], [-0.181, 1.417, -0.734], [-0.654, 3.299, -1.576], [-0.225, 0.115, -0.018], [-0.523, -2.374, 1.284], [-1.630, -1.591, 1.069], [-0.473, -3.380, 1.816], [2.747, -1.000, 0.049], [0.958, 1.841, -1.354], [2.122, -0.185, -0.049], [0.593, 2.998, -1.864], [1.351, 3.591, -2.276]],
  "lowdin_charge": [0.00, 0.09, -0.03, 0.10, 0.11, -0.29, 0.09, -0.27, 0.05, -0.07, -0.08, -0.08, 0.13, 0.16, 0.11, 0.04, -0.17, 0.12],
  "homo_lumo_gap_ev": 9.3,
  "smiles": "Oc1ccccc1-c1nnco1",
  "total_charge": 0,
  "e_lumo_ev": 0.42,
  "homo_energy_ha": -0.32684
}

---

Tell me which of them is the most stable. Sure, it is ii.

---

i.
{
  "formula": "C3H4N2O",
  "method": "ωB97M-V/def2-TZVPD",
  "elements": ["C", "C", "H", "O", "N", "H", "N", "C", "H", "H"],
  "positions_angstrom": [[-0.508, 0.048, 0.038], [0.589, 0.856, 0.323], [0.491, 1.635, 1.074], [-1.801, 0.218, 0.329], [1.133, -1.467, -0.464], [-1.955, 1.157, 0.495], [-0.200, -1.151, -0.467], [1.937, -0.632, 0.045], [-0.870, -1.812, -0.830], [1.185, 1.147, -0.544]],
  "lowdin_charge": [-0.43, -0.06, 0.08, 0.12, -0.10, 0.13, 0.04, 0.00, 0.16, 0.08],
  "homo_lumo_gap_ev": 8.5,
  "total_charge": 0,
  "e_lumo_ev": 0.27,
  "homo_energy_ha": -0.30236
}

---

ii.
{
  "formula": "C3H4N2O",
  "method": "ωB97M-V/def2-TZVPD",
  "elements": ["O", "H", "C", "H", "H", "N", "C", "N", "H", "C"],
  "positions_angstrom": [[1.543, 0.449, -1.480], [1.519, 0.152, 1.242], [-0.517, -0.333, 1.320], [-1.474, -0.208, -0.675], [-0.705, -0.893, -1.984], [-0.593, -0.377, -1.140], [0.580, 0.452, 0.756], [-1.371, -0.954, 1.788], [0.417, 1.510, 0.970], [0.592, 0.205, -0.765]],
  "lowdin_charge": [0.07, 0.14, -0.26, 0.10, 0.11, 0.15, -0.07, 0.15, 0.13, -0.52],
  "homo_lumo_gap_ev": 11.2,
  "smiles": "N#CCC(N)=O",
  "total_charge": 0,
  "e_lumo_ev": 0.67,
  "homo_energy_ha": -0.38551
}

---

Tell me which of them is the most stable. Sure, it is ii.

---

i.
{
  "formula": "C3H4N2O",
  "method": "ωB97M-V/def2-TZVPD",
  "elements": ["H", "C", "N", "H", "C", "H", "O", "N", "H", "C"],
  "positions_angstrom": [[-0.340, 1.295, -0.326], [-0.644, 0.308, -0.207], [-1.155, -0.076, -1.403], [-1.189, -1.106, -1.653], [1.435, 0.388, 1.456], [0.955, -1.783, 0.554], [-0.899, -0.137, 1.052], [2.376, 0.885, 1.923], [-0.979, 0.553, -2.151], [0.440, -0.326, 0.755]],
  "lowdin_charge": [0.13, -0.40, 0.10, 0.14, -0.22, 0.25, 0.03, 0.15, 0.08, -0.27],
  "homo_lumo_gap_ev": 9.9,
  "total_charge": 0,
  "e_lumo_ev": 0.48,
  "homo_energy_ha": -0.34754
}

---

ii.
{
  "formula": "C3H4N2O",
  "method": "ωB97M-V/def2-TZVPD",
  "elements": ["C", "H", "C", "H", "O", "N", "C", "H", "N", "H"],
  "positions_angstrom": [[-1.746, -0.621, -0.382], [1.697, 1.136, 0.596], [0.122, 0.134, 0.115], [2.037, -0.497, 0.719], [-0.426, -0.933, -0.562], [-1.985, 0.448, 0.289], [-0.708, 1.039, 0.665], [-2.449, -1.311, -0.831], [1.575, 0.217, 0.146], [2.021, 0.228, -0.777]],
  "lowdin_charge": [-0.25, 0.15, -0.48, 0.17, 0.01, 0.02, -0.11, 0.12, 0.21, 0.17],
  "homo_lumo_gap_ev": 7.3,
  "total_charge": 0,
  "e_lumo_ev": -0.22,
  "homo_energy_ha": -0.27625
}

---

iii.
{
  "formula": "C3H4N2O",
  "method": "ωB97M-V/def2-TZVPD",
  "elements": ["C", "O", "H", "N", "C", "C", "H", "N", "H", "H"],
  "positions_angstrom": [[1.840, 0.535, -0.064], [1.799, -0.866, -0.053], [-1.843, -0.436, 0.921], [0.678, 1.098, 0.077], [-0.061, -0.077, 0.015], [-1.557, -0.031, -0.050], [2.809, 0.902, 0.019], [0.516, -1.138, 0.116], [-2.010, -0.956, -0.766], [-2.171, 0.968, -0.215]],
  "lowdin_charge": [-0.12, 0.00, 0.05, 0.18, -0.51, -0.05, 0.11, 0.08, 0.14, 0.11],
  "homo_lumo_gap_ev": 11.6,
  "total_charge": 0,
  "e_lumo_ev": 1.03,
  "homo_energy_ha": -0.38772
}

---

Tell me which of them is the most stable. Sure, it is iii.

---

i.
{
  "formula": "C3H4N2O",
  "method": "ωB97M-V/def2-TZVPD",
  "elements": ["H", "H", "O", "H", "N", "C", "H", "C", "N", "C"],
  "positions_angstrom": [[0.247, -0.785, 0.728], [-1.719, 0.364, -1.590], [0.470, 0.705, -0.707], [2.433, -1.076, 0.943], [-0.953, -1.117, 1.086], [-1.522, 0.611, -0.551], [-1.673, 1.642, -0.250], [1.111, -0.068, 0.015], [2.326, -0.346, 0.245], [-1.587, -0.369, 0.388]],
  "lowdin_charge": [0.07, 0.10, 0.02, 0.05, 0.16, 0.05, 0.10, -0.45, 0.11, -0.23],
  "homo_lumo_gap_ev": [8.3, 8.3],
  "total_charge": 0,
  "e_lumo_ev": [-0.96, -0.96],
  "homo_energy_ha": [-0.33927, -0.33928]
}

---

ii.
{
  "formula": "C3H4N2O",
  "method": "ωB97M-V/def2-TZVPD",
  "elements": ["N", "H", "H", "H", "N", "C", "C", "C", "O", "H"],
  "positions_angstrom": [[-1.840, -0.208, -0.067], [0.531, 1.868, -0.142], [2.782, 0.503, 0.098], [-2.388, -0.015, 0.757], [-0.479, -1.380, 0.114], [0.611, 0.795, -0.050], [1.793, 0.016, 0.081], [-0.424, -0.107, -0.014], [1.721, -1.222, 0.183], [-2.306, -0.251, -0.960]],
  "lowdin_charge": [0.13, 0.09, 0.12, 0.12, 0.30, -0.04, -0.30, -0.50, -0.04, 0.12],
  "homo_lumo_gap_ev": 8.8,
  "total_charge": 0,
  "e_lumo_ev": 0.22,
  "homo_energy_ha": -0.31472
}

---

iii.
{
  "formula": "C3H4N2O",
  "method": "ωB97M-V/def2-TZVPD",
  "elements": ["H", "H", "C", "H", "N", "N", "H", "C", "O", "C"],
  "positions_angstrom": [[-1.057, -1.451, -1.452], [2.050, 0.461, -0.117], [-0.198, 0.272, 1.337], [0.893, 1.539, -0.433], [1.165, 0.572, -0.609], [-0.516, 0.944, 2.222], [0.713, -1.286, 0.158], [0.207, -0.320, 0.051], [-2.151, -0.102, -0.444], [-1.106, -0.631, -0.713]],
  "lowdin_charge": [0.13, 0.08, -0.19, 0.09, 0.05, 0.17, 0.14, -0.35, 0.08, -0.20],
  "homo_lumo_gap_ev": 10.8,
  "smiles": "N#C[C@H](N)C=O",
  "total_charge": 0,
  "e_lumo_ev": 0.25,
  "homo_energy_ha": -0.38657
}

---

Tell me which of them is the most stable. Sure, it is iii.

---

i.
{
  "formula": "C3H4N2O",
  "method": "ωB97M-V/def2-TZVPD",
  "elements": ["O", "N", "H", "H", "C", "H", "H", "C", "C", "N"],
  "positions_angstrom": [[-2.662, 0.407, -1.130], [-0.264, -0.152, 0.608], [-0.046, 1.573, -0.551], [1.083, -1.944, 0.536], [-2.710, -0.375, -0.312], [2.352, 0.348, -0.872], [-0.589, -0.077, 1.568], [0.902, -0.914, 0.325], [1.480, 0.127, -0.300], [0.455, 1.007, 0.128]],
  "lowdin_charge": [0.00, -0.09, 0.11, 0.09, -0.03, 0.08, 0.11, -0.12, -0.13, -0.03],
  "homo_lumo_gap_ev": 9.7,
  "total_charge": 0,
  "e_lumo_ev": 1.16,
  "homo_energy_ha": -0.31354
}

---

ii.
{
  "formula": "C3H4N2O",
  "method": "ωB97M-V/def2-TZVPD",
  "elements": ["H", "N", "C", "O", "C", "H", "C", "H", "N", "H"],
  "positions_angstrom": [[3.086, 0.043, -0.494], [-3.067, 0.348, 0.082], [-0.579, 0.079, -0.351], [0.198, -0.697, 0.502], [1.530, -0.599, 0.341], [-0.084, 0.542, -1.195], [-1.852, 0.246, -0.084], [-3.328, 1.150, 0.660], [2.075, 0.122, -0.542], [2.020, -1.234, 1.082]],
  "lowdin_charge": [0.05, 0.14, -0.13, -0.04, -0.31, 0.11, -0.14, 0.07, 0.11, 0.13],
  "homo_lumo_gap_ev": 9.6,
  "smiles": "[H]/N=C/OC=C=N",
  "total_charge": 0,
  "e_lumo_ev": 0.91,
  "homo_energy_ha": -0.31969
}

---

Tell me which of them is the most stable. Sure, it is ii.

---

i.
{
  "formula": "C3H4N2O",
  "method": "ωB97M-V/def2-TZVPD",
  "elements": ["H", "C", "N", "N", "H", "H", "O", "H", "C", "C"],
  "positions_angstrom": [[-0.762, -1.374, -2.395], [-0.171, 0.882, 1.264], [-0.306, -0.528, -2.059], [1.022, -0.657, 0.060], [-0.307, 1.434, 2.206], [-0.943, 0.258, -1.938], [-0.855, 1.154, 0.249], [1.133, -0.522, 2.220], [0.357, -0.587, -0.914], [0.833, -0.061, 1.306]],
  "lowdin_charge": [0.12, -0.36, 0.15, 0.14, 0.11, 0.12, -0.09, 0.07, -0.11, -0.15],
  "homo_lumo_gap_ev": 8.1,
  "total_charge": 0,
  "e_lumo_ev": 0.51,
  "homo_energy_ha": -0.27864
}

---

ii.
{
  "formula": "C3H4N2O",
  "method": "ωB97M-V/def2-TZVPD",
  "elements": ["C", "H", "N", "H", "C", "N", "H", "O", "C", "H"],
  "positions_angstrom": [[-0.701, 0.116, 0.098], [-0.731, -1.916, -0.594], [1.056, -1.085, -0.701], [0.604, 1.815, 0.861], [0.450, 0.850, 0.374], [-0.283, -1.011, -0.579], [2.598, 0.138, -0.250], [-2.057, 0.156, 0.257], [1.513, 0.018, -0.165], [-2.451, 0.919, 0.699]],
  "lowdin_charge": [-0.34, 0.15, 0.00, 0.09, -0.02, 0.01, 0.10, 0.07, -0.18, 0.12],
  "homo_lumo_gap_ev": 9.5,
  "smiles": "Oc1ccn[nH]1",
  "total_charge": 0,
  "e_lumo_ev": 0.58,
  "homo_energy_ha": -0.32615
}

---

Tell me which of them is the most stable. Sure, it is ii.

---

i.
{
  "formula": "C3H4N2O",
  "method": "ωB97M-V/def2-TZVPD",
  "elements": ["H", "C", "H", "H", "N", "C", "H", "N", "O", "C"],
  "positions_angstrom": [[-0.772, 1.437, -0.763], [1.459, -0.368, 0.260], [0.204, 0.918, 1.540], [-2.565, 0.286, -0.912], [-0.680, 0.614, -0.312], [-1.775, -0.183, -0.258], [3.126, -1.408, -0.336], [2.523, -0.573, -0.288], [-1.974, -1.146, 0.428], [0.456, 0.423, 0.642]],
  "lowdin_charge": [0.07, -0.14, 0.09, 0.13, 0.03, -0.40, 0.09, 0.16, 0.03, -0.07],
  "homo_lumo_gap_ev": 9.9,
  "smiles": "N=C=CNC=O",
  "total_charge": 0,
  "e_lumo_ev": 0.82,
  "homo_energy_ha": -0.33389
}

---

ii.
{
  "formula": "C3H4N2O",
  "method": "ωB97M-V/def2-TZVPD",
  "elements": ["N", "O", "C", "H", "H", "C", "C", "N", "H", "H"],
  "positions_angstrom": [[0.272, -1.189, -0.108], [2.245, 0.022, -0.097], [0.898, -0.029, -0.053], [2.536, -0.901, -0.120], [0.242, 2.119, 0.133], [-1.231, 0.472, 0.077], [0.011, 1.066, 0.062], [-1.033, -0.858, -0.029], [-2.223, 0.894, 0.155], [-1.717, -1.595, -0.021]],
  "lowdin_charge": [0.08, 0.06, -0.44, 0.11, 0.10, -0.11, -0.01, -0.05, 0.11, 0.15],
  "homo_lumo_gap_ev": 10.0,
  "smiles": "Oc1cc[nH]n1",
  "total_charge": 0,
  "e_lumo_ev": 1.05,
  "homo_energy_ha": -0.32725
}

---

iii.
{
  "formula": "C3H4N2O",
  "method": "ωB97M-V/def2-TZVPD",
  "elements": ["O", "H", "H", "N", "C", "C", "C", "N", "H", "H"],
  "positions_angstrom": [[-0.587, -1.671, -0.985], [0.695, 1.114, 1.911], [1.183, 0.509, -2.006], [1.147, 1.240, -0.056], [0.735, 0.436, -1.021], [-0.610, 0.060, 0.701], [-0.290, -0.424, -0.535], [0.314, 1.029, 0.979], [-1.168, -2.082, -0.332], [-1.405, -0.222, 1.375]],
  "lowdin_charge": [0.05, 0.15, 0.11, 0.02, -0.09, -0.07, -0.33, -0.06, 0.11, 0.12],
  "homo_lumo_gap_ev": 9.4,
  "smiles": "Oc1cn[nH]c1",
  "total_charge": 0,
  "e_lumo_ev": 0.76,
  "homo_energy_ha": -0.31696
}

---

iv.
{
  "formula": "C3H4N2O",
  "method": "ωB97M-V/def2-TZVPD",
  "elements": ["N", "N", "C", "C", "H", "O", "C", "H", "H", "H"],
  "positions_angstrom": [[-0.696, -0.896, 1.115], [0.465, -0.360, -1.333], [-0.539, 0.472, 0.741], [-0.306, -1.904, 1.581], [-0.129, 1.012, 1.596], [1.096, 1.666, -0.513], [0.443, 0.646, -0.424], [-1.504, 0.910, 0.472], [1.135, -0.292, -2.085], [0.034, -1.253, -1.150]],
  "lowdin_charge": [-0.08, 0.17, -0.13, 0.04, 0.13, 0.06, -0.54, 0.13, 0.12, 0.09],
  "homo_lumo_gap_ev": 11.2,
  "total_charge": 0,
  "e_lumo_ev": 0.76,
  "homo_energy_ha": -0.38415
}

---

Tell me which of them is the most stable. Sure, it is ii.